DFT (ωB97M-V/def2-TZVPD) results for a molecular structure, C6H23B2CsN.

Atoms and positions in Å:
1 C -26.2835 15.1311 4.5128
2 H -24.8642 17.0785 6.5134
3 H -26.0454 15.2849 2.3409
4 B -24.4102 17.6252 7.4758
5 H -26.3453 14.0518 4.3905
6 H -26.0516 20.0748 3.4000
7 H -25.1031 17.3647 8.4367
8 H -25.0243 16.1340 0.7309
9 H -23.2956 17.2457 7.6884
10 H -26.0415 18.8100 1.7904
11 H -26.8180 20.0049 5.0017
12 H -22.4488 15.0945 7.4733
13 N -25.9568 17.2200 3.1553
14 C -26.0967 17.7178 1.7949
15 H -27.1056 17.5318 1.3813
16 H -27.7536 18.1021 3.7035
17 C -26.4711 15.8351 3.1762
18 H -26.7583 17.5837 5.0564
19 C -26.7131 18.0728 4.0840
20 Cs -23.0534 17.1535 4.5261
21 C -26.1758 19.4714 4.3026
22 C -25.0302 17.2197 0.8334
23 H -26.9945 15.4237 5.2841
24 H -24.4800 18.8447 7.3353
25 H -27.5629 15.8892 2.9863
26 H -25.1874 19.4680 4.7726
27 H -25.1874 17.6484 -0.1585
28 H -24.0292 17.5196 1.1519
29 H -22.5832 14.5558 5.6367
30 H -24.1803 14.3146 6.8048
31 H -22.5579 13.1685 7.0410
32 H -25.3245 15.4156 4.9368
33 B -22.9713 14.2773 6.7529

Computed properties:
* relative energy (zero: lowest compared OMol25 entry of this formula, charge and spin): 0.627 eV
* charge: -1
* frontier orbital gap: 6.076 eV
* HOMO energy: -4.4 eV
* LUMO energy: 1.70 eV